DFT (ωB97M-V with the def2-TZVPD basis set) results for a structure of composition C25H41AuNO3Si3.

```
74
Properties=species:S:1:pos:R:3:forces:R:3
Au -0.1977 1.1180 1.9695 0.38 -0.34 0.03
C -0.3369 0.9380 6.1589 0.02 -0.07 0.28
O -0.2739 0.4616 4.8552 -0.05 0.12 -0.02
Si -0.0061 -1.1077 4.3909 0.12 -0.43 -0.16
C 1.5231 -1.7644 5.3606 -0.38 0.45 -0.55
C -1.3597 -2.2296 5.1781 0.25 0.47 -0.51
C 0.0831 -0.9461 2.5190 0.00 -0.33 0.05
Si 1.8306 -0.9980 1.7793 0.52 -0.14 -0.19
C 1.9520 -0.7560 -0.1114 -0.33 -0.12 0.60
C 2.7142 -2.6871 2.0782 -0.35 0.55 0.03
C 2.9963 0.3602 2.4762 -0.53 -0.48 -0.05
Si -1.2974 -1.8624 1.6100 -0.37 -0.12 -0.15
C -1.2843 -3.7518 1.9782 -0.04 0.64 0.04
C -3.0200 -1.1354 2.0472 0.62 -0.26 0.08
C -1.3364 -1.8342 -0.2974 0.37 0.19 0.56
H -1.0467 0.3540 6.7549 -0.07 0.13 0.17
H -0.6579 1.9824 6.1231 -0.01 -0.07 0.14
H 0.6422 0.8844 6.6465 0.02 0.07 0.10
H 1.3432 -1.7486 6.4347 -0.14 0.10 0.12
H 2.4048 -1.1672 5.1555 0.27 0.10 -0.01
H 1.7484 -2.7908 5.0947 0.00 -0.26 -0.14
H -1.4486 -2.0573 6.2501 0.10 0.17 0.12
H -1.1065 -3.2778 5.0524 0.12 -0.19 -0.07
H -2.3351 -2.0722 4.7328 -0.25 -0.01 -0.05
H 1.7790 -1.6786 -0.6503 -0.05 -0.35 -0.17
H 2.9262 -0.3738 -0.4006 0.31 0.01 0.11
H 1.2159 -0.0388 -0.4413 -0.25 0.23 -0.15
H 2.0391 -3.5094 1.8616 -0.17 -0.19 -0.06
H 3.0354 -2.7883 3.1089 0.07 -0.05 0.27
H 3.5904 -2.8071 1.4457 0.15 0.10 -0.16
H 2.7418 1.3149 2.0280 -0.14 0.23 -0.10
H 4.0464 0.1737 2.2662 0.18 -0.23 -0.06
H 2.8695 0.4632 3.5481 0.03 0.08 0.30
H -1.6428 -3.9843 2.9725 -0.10 -0.06 0.31
H -0.2713 -4.1316 1.9024 0.30 -0.09 -0.04
H -1.8948 -4.3054 1.2708 -0.17 -0.02 -0.20
H -3.0883 -0.8797 3.0986 -0.06 0.09 0.24
H -3.8414 -1.8060 1.8045 -0.06 -0.22 -0.07
H -3.1644 -0.2171 1.4850 0.06 0.19 -0.14
H -0.6033 -2.5076 -0.7260 0.24 -0.18 -0.13
H -1.1390 -0.8369 -0.6651 0.09 0.37 -0.15
H -2.3172 -2.1318 -0.6601 -0.22 -0.12 0.11
C -1.6070 -1.8160 -5.8285 -0.01 0.06 0.01
C -1.5927 -0.3719 -5.4289 -0.23 0.10 -0.15
C -2.4726 0.5147 -6.0383 0.00 -0.01 -0.11
C -2.4441 1.8615 -5.7274 0.07 0.06 -0.03
C -1.5538 2.3260 -4.7805 0.06 0.09 0.07
C -0.7080 1.4401 -4.1104 -0.35 -0.05 -0.51
N 0.0726 1.8361 -3.0402 0.08 -0.49 0.58
C 0.5700 3.0813 -2.7757 0.29 0.20 0.04
C 1.1039 3.8775 -3.7972 -0.11 -0.03 -0.01
C 1.7302 5.0681 -3.5036 -0.03 0.03 0.02
C 1.8492 5.4870 -2.1841 0.06 0.27 0.08
C 1.3251 4.7104 -1.1676 0.03 0.02 -0.05
C 0.6840 3.5083 -1.4338 0.01 0.02 -0.14
C 0.1815 2.6646 -0.3002 -0.12 -0.23 -0.35
O 0.3273 3.0766 0.8740 -0.12 0.09 0.83
O -0.3450 1.5521 -0.5535 -0.23 0.05 -0.40
C -0.7101 0.0785 -4.4535 0.09 0.21 0.00
C 0.2283 -0.8774 -3.7793 -0.04 0.06 -0.05
H -2.4249 -2.0048 -6.5188 -0.07 -0.10 -0.04
H -1.7238 -2.4509 -4.9540 -0.01 -0.20 0.05
H -0.6746 -2.0933 -6.3220 0.06 -0.08 0.00
H -3.1813 0.1510 -6.7682 -0.05 -0.10 -0.10
H -3.1281 2.5472 -6.2115 0.00 0.02 -0.01
H -1.5320 3.3738 -4.5171 -0.02 0.06 0.07
H -0.1467 1.3570 -2.1434 0.04 0.12 -0.26
H 1.0589 3.5114 -4.8131 -0.05 0.02 -0.08
H 2.1385 5.6637 -4.3108 0.05 0.03 0.01
H 2.3557 6.4119 -1.9429 0.00 0.05 -0.04
H 1.4110 5.0240 -0.1375 0.00 -0.04 0.08
H 0.9914 -0.3440 -3.2218 0.08 0.00 0.04
H 0.7120 -1.5154 -4.5175 0.06 -0.11 -0.01
H -0.3071 -1.5162 -3.0788 -0.01 -0.13 0.12
```
Positions in Å, forces in eV/Å.

Calculated values
F_max ... 0.85 eV Å⁻¹
Highest occupied orbital energy ... -4.79 eV
ΔE to the lowest compared entry with this formula, charge and spin ... 35.0 kJ/mol
M ... 684.83 g mol⁻¹
Multiplicity ... 1
Total charge ... -1
Gap between HOMO and LUMO ... 7.61 eV